i.
Below is a cluster of 3 separate species, C6H14O in total, with properties calculated with ωB97M-V with the def2-TZVPD basis set.

Results
**Kohn-Sham gap**: 5.806 eV

Geometry as ORCA input:
```
! wB97M-V def2-TZVPD RIJCOSX def2/J DEFGRID3
* xyz 0 1
C 1.8882 0.5987 0.3298
O 2.8469 0.6448 1.1055
C 0.8085 -0.3131 0.4238
C -0.4690 -0.0426 -0.2468
C -0.7939 -0.6830 -1.5758
C -1.8000 -0.1850 0.6937
C -2.7698 1.0256 0.4988
H 1.0376 -1.0227 1.2709
H 1.8162 1.4742 -0.3965
H 7.2484 -2.1877 0.4510
H -0.5405 1.9474 -0.6945
H 6.5197 -2.0925 0.6347
H -0.3994 1.0422 -0.3485
H -0.8085 -1.8744 -1.4517
H -1.7566 -0.3977 -2.0297
H -0.0417 -0.6385 -2.3545
H -2.0068 -1.2979 0.5822
H -1.5684 -0.0655 1.7418
H -2.3486 2.0106 0.8958
H -3.0880 1.2247 -0.5051
H -3.7739 0.8325 0.9752
*
```

Löwdin charges in e: -0.34 -0.02 -0.04 -0.43 -0.07 -0.18 -0.13 0.14 0.12 0.00 0.23 0.00 -0.01 0.14 0.08 0.07 0.13 0.09 0.09 0.04 0.08

***

ii.
Below is an isolated molecule of C6H14O, with properties calculated with ωB97M-V with the def2-TZVPD basis set.

Results
**Kohn-Sham gap**: 10.962 eV

Geometry as ORCA input:
```
! wB97M-V def2-TZVPD RIJCOSX def2/J DEFGRID3
* xyz 0 1
C -1.2361 -1.2406 -0.8451
C -1.9084 -0.4155 0.2550
C -1.4311 1.0272 0.4708
C -0.0365 1.2490 1.0740
C 1.1236 0.8767 0.1567
O 1.5306 -0.4514 0.4184
C 2.4859 -0.8890 -0.5117
H -1.7777 -2.1860 -0.9630
H -0.1973 -1.4718 -0.5908
H -1.2577 -0.7313 -1.8174
H -2.9798 -0.3628 0.0233
H -1.8295 -0.9585 1.2055
H -1.4892 1.5697 -0.4845
H -2.1612 1.5100 1.1344
H 0.0876 0.6924 2.0124
H 0.0559 2.3112 1.3376
H 0.8138 0.9652 -0.8992
H 1.9831 1.5543 0.3000
H 2.0870 -0.8655 -1.5393
H 2.7451 -1.9201 -0.2591
H 3.3918 -0.2634 -0.4778
*
```

Löwdin charges in e: -0.11 -0.26 -0.22 -0.17 -0.25 -0.22 -0.13 0.07 0.05 0.08 0.10 0.11 0.11 0.10 0.12 0.11 0.12 0.12 0.09 0.09 0.09

***

iii.
Below is a structure of composition C6H14O, with properties calculated with ωB97M-V with the def2-TZVPD basis set.

Results
**Kohn-Sham gap (alpha / beta)**: 8.122 / 8.043 eV

Geometry as ORCA input:
```
! wB97M-V def2-TZVPD RIJCOSX def2/J DEFGRID3
* xyz 0 1
C -1.6623 0.3715 2.3599
O -0.8399 0.5601 1.3458
C -0.3236 -0.3837 0.6207
C 0.5603 0.0033 -0.5338
C 0.5373 -1.1519 -1.5435
C 0.0510 1.2881 -1.1959
C 2.0037 0.2139 -0.0352
H -2.7172 -0.6466 0.9971
H -1.9680 1.2931 2.8361
H -1.5567 -0.5493 2.9268
H -2.3250 -0.9322 0.3748
H -0.2446 -1.3713 1.0767
H 0.8540 -2.0925 -1.0760
H 1.2207 -0.9454 -2.3754
H -0.4700 -1.2963 -1.9490
H 0.0682 2.1289 -0.4950
H -0.9784 1.1630 -1.5489
H 0.6835 1.5454 -2.0534
H 2.0456 1.0229 0.7026
H 2.6670 0.4756 -0.8690
H 2.3946 -0.6965 0.4349
*
```

Löwdin charges in e: -0.10 -0.14 -0.19 -0.59 -0.06 -0.05 -0.05 0.06 0.06 0.07 0.08 0.13 0.08 0.09 0.09 0.08 0.09 0.09 0.09 0.08 0.08

***

iv.
Below is an isolated molecule of C6H14O, with properties calculated with ωB97M-V with the def2-TZVPD basis set.

Results
**Kohn-Sham gap**: 11.105 eV

Geometry as ORCA input:
```
! wB97M-V def2-TZVPD RIJCOSX def2/J DEFGRID3
* xyz 0 1
C -2.2219 -0.1556 -1.2364
C -1.0862 -0.4478 -0.2522
C -1.5406 -0.3366 1.2053
C 0.1406 0.4511 -0.4699
C 1.4500 -0.2065 -0.0202
C 2.5930 0.7946 0.0510
O 1.2559 -0.8624 1.2294
H -3.0913 -0.7852 -1.0109
H -1.9195 -0.3694 -2.2693
H -2.5508 0.8906 -1.1932
H -0.7637 -1.4836 -0.4331
H -2.4137 -0.9619 1.4159
H -1.7875 0.7056 1.4472
H -0.7240 -0.6431 1.8578
H -0.0102 1.4098 0.0511
H 0.2619 0.6964 -1.5349
H 1.6899 -0.9772 -0.7704
H 2.4523 1.4686 0.9047
H 2.6293 1.4022 -0.8588
H 3.5593 0.2872 0.1575
H 2.0771 -0.8766 1.7293
*
```

Löwdin charges in e: -0.09 -0.43 -0.08 -0.15 -0.44 -0.06 -0.06 0.07 0.07 0.08 0.14 0.08 0.08 0.06 0.13 0.12 0.14 0.09 0.08 0.08 0.09

***

Energies relative to the most stable structure are i 176.3; ii 12.7; iii 94.2; iv 0.0, reported in kcal/mol.

***

i.
Below is the ion C3H8NOS with charge +1, with properties calculated with ωB97M-V with the def2-TZVPD basis set.

Results
**Kohn-Sham gap**: 9.867 eV

Geometry as ORCA input:
```
! wB97M-V def2-TZVPD RIJCOSX def2/J DEFGRID3
* xyz 1 1
C 1.0845 1.9899 0.4374
S -0.4355 1.4338 -0.3278
C -0.3999 -0.4332 0.0356
N -0.3103 -1.1136 -1.4738
C -1.1173 -1.0619 1.0863
O 0.3071 -1.1053 1.0173
H 1.7191 2.3034 -0.4475
H 1.5506 1.1121 0.9717
H 1.0960 2.8636 1.1233
H 0.5987 -0.6284 -1.8084
H -1.0299 -1.0010 -2.1775
H -0.0409 -2.0842 -1.4339
H -1.2991 -0.3268 1.9189
H -1.7229 -1.9483 1.0784
*
```

Löwdin charges in e: -0.40 0.90 -0.62 0.22 -0.07 0.02 0.05 0.06 0.06 0.19 0.15 0.15 0.15 0.13

***

ii.
Below is the ion C3H8NOS with charge +1, with properties calculated with ωB97M-V with the def2-TZVPD basis set.

Results
**Kohn-Sham gap**: 8.124 eV

Geometry as ORCA input:
```
! wB97M-V def2-TZVPD RIJCOSX def2/J DEFGRID3
* xyz 1 1
C -1.3627 0.4739 0.3151
C -0.1990 -0.3694 0.6001
C 0.5869 -1.0509 -0.4659
N 0.4016 -0.4296 -1.7115
O -0.0837 1.1204 0.4464
S 0.3264 2.1755 1.8872
H -1.7691 0.7166 -0.6024
H -2.1021 0.7702 1.2107
H -0.2888 -0.8408 1.6161
H 1.7060 -0.9111 -0.3290
H 0.3532 -2.1568 -0.3280
H -0.5428 -0.6132 -2.1964
H 1.2065 -0.5852 -2.3471
H 1.7678 1.7005 1.9046
*
```

Löwdin charges in e: -0.05 -0.19 -0.27 0.00 -0.46 0.91 0.11 0.19 0.18 0.16 0.15 0.14 0.11 0.02

***

Energies relative to the most stable structure are i 0.0; ii 42.3, reported in kcal/mol.